(1)
{
  "formula": "C6H10O",
  "method": "ωB97M-V with the def2-TZVPD basis set",
  "symbols": ["O", "C", "C", "C", "C", "C", "C", "H", "H", "H", "H", "H", "H", "H", "H", "H", "H"],
  "positions_angstrom": [[-1.996, 1.108, 1.071], [-1.258, 0.328, 0.162], [-0.202, 1.213, -0.493], [1.232, 0.804, -0.158], [1.445, -0.678, -0.460], [0.389, -1.545, 0.161], [-0.847, -1.097, 0.413], [-1.799, 0.478, 1.823], [-2.542, -0.163, -0.430], [-0.350, 2.276, -0.255], [-0.377, 1.106, -1.567], [1.422, 0.986, 0.908], [1.932, 1.426, -0.731], [1.445, -0.836, -1.552], [2.427, -1.005, -0.101], [0.633, -2.591, 0.360], [-1.558, -1.810, 0.842]],
  "e_above_lowest_kcal_mol": 57.1,
  "e_homo_ev": -8.6,
  "gap_ha": 0.3467,
  "e_lumo_ha": 0.03180,
  "charge": 0,
  "spin_multiplicity": 1
}


(2)
{
  "formula": "C35H44FGe2NO4PtSb",
  "method": "ωB97M-V with the def2-TZVPD basis set",
  "symbols": ["Pt", "O", "C", "C", "C", "C", "C", "C", "C", "O", "N", "O", "O", "H", "H", "H", "H", "F", "C", "C", "C", "C", "C", "C", "C", "H", "H", "H", "H", "H", "H", "C", "C", "Sb", "C", "C", "C", "C", "H", "H", "H", "H", "H", "H", "H", "H", "H", "H", "H", "H", "H", "H", "H", "C", "Ge", "C", "C", "Ge", "C", "C", "C", "C", "C", "C", "C", "C", "C", "C", "C", "C", "H", "H", "H", "H", "H", "H", "H", "H", "H", "H", "H", "H", "H", "H", "H", "H", "H", "H", "H"],
  "positions_angstrom": [[-0.054, -0.996, -0.255], [-0.772, -1.986, 1.703], [-0.055, -2.411, 2.621], [1.290, -2.868, 2.550], [1.941, -3.149, 3.758], [3.248, -3.555, 3.772], [3.954, -3.742, 2.561], [3.356, -3.468, 1.374], [2.006, -2.981, 1.292], [1.510, -2.702, 0.163], [3.918, -3.770, 5.033], [5.046, -4.235, 5.012], [3.318, -3.494, 6.062], [-0.495, -2.426, 3.635], [1.419, -3.032, 4.700], [4.971, -4.104, 2.609], [3.887, -3.594, 0.439], [-5.213, -2.847, -3.825], [-3.959, -2.591, -3.420], [-3.441, -1.320, -3.600], [-2.145, -1.066, -3.198], [-1.346, -2.074, -2.624], [0.035, -1.820, -2.265], [-1.926, -3.338, -2.434], [-3.223, -3.603, -2.832], [-4.049, -0.557, -4.070], [-1.711, -0.084, -3.347], [0.522, -1.041, -2.840], [0.649, -2.702, -2.108], [-1.331, -4.121, -1.978], [-3.668, -4.580, -2.699], [-3.543, 2.508, -1.791], [-4.084, 1.245, -1.133], [-2.623, 0.111, 0.010], [-2.958, 1.207, 1.854], [-2.114, 0.713, 3.024], [-3.851, -1.631, 0.371], [-5.320, -1.327, 0.639], [-4.342, 3.022, -2.332], [-2.753, 2.270, -2.505], [-3.133, 3.206, -1.060], [-4.494, 0.567, -1.883], [-4.872, 1.478, -0.415], [-4.025, 1.127, 2.074], [-2.736, 2.250, 1.625], [-2.322, -0.335, 3.246], [-2.325, 1.299, 3.920], [-1.047, 0.802, 2.804], [-3.394, -2.161, 1.208], [-3.739, -2.257, -0.514], [-5.448, -0.673, 1.503], [-5.863, -2.253, 0.842], [-5.791, -0.852, -0.222], [4.069, 2.435, -2.352], [2.875, 0.851, -2.276], [3.916, -0.770, -1.842], [2.162, 0.596, -4.119], [1.220, 1.030, -0.395], [2.313, 1.393, 1.210], [3.080, 2.548, 1.332], [3.819, 2.780, 2.482], [3.796, 1.866, 3.528], [3.031, 0.714, 3.423], [2.297, 0.487, 2.267], [0.193, 2.703, -0.619], [-0.408, 3.292, 0.494], [-1.154, 4.457, 0.375], [-1.306, 5.055, -0.870], [-0.711, 4.484, -1.986], [0.023, 3.314, -1.860], [4.762, 2.306, -3.185], [4.644, 2.535, -1.432], [3.498, 3.350, -2.512], [4.575, -1.037, -2.670], [3.230, -1.597, -1.651], [4.520, -0.612, -0.948], [2.933, 0.929, -4.816], [1.252, 1.161, -4.317], [1.968, -0.460, -4.307], [3.093, 3.271, 0.522], [4.414, 3.681, 2.566], [4.375, 2.050, 4.425], [3.004, -0.003, 4.236], [1.701, -0.411, 2.177], [-0.266, 2.845, 1.474], [-1.610, 4.902, 1.251], [-1.884, 5.965, -0.966], [-0.820, 4.954, -2.956], [0.490, 2.874, -2.736]],
  "s_squared": 0.756,
  "e_above_lowest_kcal_mol": 32.7,
  "e_homo_ev": [-6.9, -8.0],
  "gap_ha": [0.2000, 0.2512],
  "e_lumo_ha": [-0.05172, -0.04461],
  "charge": 0,
  "spin_multiplicity": 2
}


(3)
{
  "formula": "C33H41N5OOsP",
  "method": "ωB97M-V with the def2-TZVPD basis set",
  "symbols": ["Os", "N", "C", "C", "C", "C", "C", "C", "C", "C", "C", "C", "C", "C", "N", "C", "C", "C", "C", "N", "H", "H", "H", "H", "H", "H", "H", "H", "H", "H", "C", "P", "C", "C", "C", "C", "C", "C", "C", "H", "H", "H", "H", "H", "H", "H", "H", "H", "H", "H", "C", "C", "C", "O", "H", "H", "H", "H", "H", "H", "H", "C", "C", "N", "C", "C", "N", "C", "C", "H", "H", "H", "H", "H", "H", "H", "H", "H", "H", "H", "H", "H"],
  "positions_angstrom": [[0.444, -0.276, -0.641], [-3.199, -6.393, 6.836], [-3.022, -5.458, 6.183], [-2.547, -4.521, 5.228], [-2.637, -4.943, 3.880], [-2.167, -4.126, 2.870], [-1.511, -2.880, 3.171], [-1.459, -2.496, 4.523], [-1.855, -3.323, 5.535], [-1.059, -2.000, 2.103], [0.077, -1.196, 2.319], [0.841, -1.067, 3.504], [1.692, 0.043, 3.308], [1.404, 0.571, 2.063], [0.576, -0.282, 1.329], [-1.822, -1.953, 0.917], [-3.157, -2.496, 0.730], [-3.467, -2.369, -0.637], [-2.362, -1.709, -1.224], [-1.457, -1.335, -0.254], [-3.049, -5.940, 3.661], [-2.384, -4.459, 1.831], [-1.170, -1.461, 4.841], [-1.653, -3.051, 6.564], [0.789, -1.753, 4.367], [2.327, 0.492, 4.020], [1.613, 1.579, 1.648], [-3.750, -2.966, 1.499], [-4.320, -2.806, -1.134], [-2.158, -1.399, -2.241], [3.936, -0.686, 0.208], [2.619, 0.037, -1.058], [3.519, -0.413, -2.554], [3.057, 1.870, -1.106], [2.998, 2.508, -2.335], [3.438, 3.863, -2.448], [3.830, 4.585, -1.326], [3.853, 3.914, -0.095], [3.496, 2.579, 0.003], [3.480, -0.556, 1.158], [4.911, -0.073, 0.150], [4.153, -1.765, -0.036], [4.598, -0.179, -2.403], [2.989, 0.030, -3.414], [3.440, -1.557, -2.693], [2.718, 1.969, -3.248], [3.424, 4.313, -3.434], [3.936, 5.675, -1.405], [4.044, 4.441, 0.860], [3.440, 2.077, 0.980], [0.486, -2.789, -2.797], [0.215, -1.487, -3.505], [1.192, -1.238, -4.703], [0.032, -0.390, -2.549], [0.580, -3.668, -3.535], [-0.220, -3.078, -2.012], [1.492, -2.752, -2.425], [-0.784, -1.571, -3.923], [2.224, -1.513, -4.544], [1.069, -0.221, -5.124], [0.918, -1.913, -5.511], [-0.969, 4.075, -0.619], [-0.173, 2.798, -0.708], [-1.093, 1.569, -0.557], [-1.769, 1.790, 0.701], [-2.735, 3.023, 0.633], [-2.468, 3.808, -0.610], [-2.826, 2.825, -1.741], [-2.059, 1.543, -1.635], [-0.737, 4.706, -1.483], [-0.773, 4.608, 0.329], [0.594, 2.691, 0.032], [0.331, 2.688, -1.692], [-1.018, 1.881, 1.500], [-2.333, 0.893, 0.983], [-2.735, 3.708, 1.475], [-3.789, 2.677, 0.539], [-2.999, 4.609, -0.698], [-2.778, 3.298, -2.740], [-3.992, 2.716, -1.624], [-1.580, 1.317, -2.614], [-2.736, 0.732, -1.441]],
  "s_squared": 6.150,
  "e_homo_ev": [-16.4, -16.3],
  "gap_ha": [0.2336, 0.1699],
  "e_lumo_ha": [-0.37069, -0.42894],
  "charge": 3,
  "spin_multiplicity": 5
}


Max |F| (eV/Å)
5.2 2.0 5.6
DFT total energy (Ha)
-309.75141 -6328.91578 -2061.99710